DFT (ωB97M-V with the def2-TZVPD basis set) results for a single C6H6O3S molecule.

Summary:
charge	0
LUMO (spin up / spin down)	0.0165 / -0.0707	Eh
E_HOMO (spin up / spin down)	-7.55 / -9.19	eV
spin multiplicity	3

```
16
C6H6O3S, DFT ωB97M-V with the def2-TZVPD basis set
C 0.30 0.98 -0.21
O 3.81 1.58 -0.10
H -2.25 0.87 -1.29
S 1.93 -1.88 -0.29
H -3.48 -0.14 -0.28
O 0.18 2.10 0.06
O -1.75 -0.29 0.29
C 0.51 -1.29 0.76
C 3.32 0.51 -0.07
C 3.07 -0.71 0.03
C -0.38 -0.32 -0.20
H -0.35 -0.59 -1.28
C -2.61 0.56 -0.37
H 0.86 -0.67 1.65
H -0.23 -2.14 1.04
H -2.93 1.42 0.26
```

---

DFT (ωB97M-V with the def2-TZVPD basis set) results for a single C6H11N molecule.

Summary:
charge	0
LUMO	-0.0395	Eh
E_HOMO	-7.50	eV

```
18
C6H11N, DFT ωB97M-V with the def2-TZVPD basis set
H -2.15 -1.06 -0.33
H 2.32 -0.49 1.78
H -1.87 2.55 0.91
H -0.82 1.42 1.74
H 1.49 -0.03 -2.12
C -0.94 1.98 0.81
H -0.10 2.69 0.78
C -1.12 1.06 -0.36
C 1.06 -0.13 0.08
H -0.97 -1.89 -1.24
H -1.56 1.54 -1.23
H 0.74 -1.25 1.92
C 1.55 -1.03 1.23
H 1.89 -1.99 0.83
C -0.38 -0.11 -0.42
H 1.48 0.87 0.26
N -1.17 -1.30 -0.45
C 1.11 -0.62 -1.28
```

---

DFT (ωB97M-V with the def2-TZVPD basis set) results for 8 unconnected molecules or ions with the total composition C12H43BO13.

Summary:
charge	0
LUMO	-0.0713	Eh
E_HOMO	-8.96	eV

```
69
C12H43BO13, DFT ωB97M-V with the def2-TZVPD basis set
H 1.13 -4.88 5.73
H -4.25 2.85 -3.72
C -0.65 1.32 5.77
H -5.21 -1.23 -1.17
H -3.79 3.73 0.27
H -2.18 -0.90 -1.72
C 1.58 -3.54 3.86
H -0.52 2.40 5.71
O -1.66 0.87 4.85
O 0.64 -6.12 -0.42
H -1.56 -0.03 7.44
H -1.69 1.70 7.53
H 1.45 0.53 -0.44
O 3.88 3.59 -3.92
C -4.78 -1.99 -1.83
H 1.48 -7.19 -1.93
H 2.58 -6.69 -0.72
H -3.82 -1.47 -3.31
B 0.92 1.30 0.10
H 0.70 2.12 -0.58
O 2.95 -5.42 4.71
H -3.02 -2.24 -0.29
H -0.18 1.35 8.88
H 3.46 4.66 1.02
H -3.59 2.43 -1.42
H 3.81 2.73 -3.51
H -3.20 -3.35 -1.53
C -3.64 3.48 -1.72
H 0.95 -2.74 4.24
C 2.01 -5.10 -2.09
H 2.83 -5.20 -2.80
H 1.02 -4.07 3.09
O 2.67 -2.99 3.17
C -4.46 3.63 -2.99
H -5.51 3.65 -2.71
H -1.29 0.90 3.97
H 1.86 5.31 -6.10
C 1.69 -6.36 -1.25
H 4.58 4.93 -6.12
O 2.59 4.63 0.61
O -2.29 -1.79 -2.08
H -2.59 3.72 -1.81
O -4.28 3.97 -0.52
H 0.00 0.90 0.49
H 0.46 -4.17 -2.52
O 0.11 1.20 7.98
C 3.52 3.35 -5.27
H 2.15 -4.19 -1.50
H 0.38 1.02 5.60
H 2.53 5.23 -0.13
O 1.04 -4.79 -2.95
H 2.56 2.84 -5.33
H 3.74 -4.89 4.58
H 1.62 1.52 0.89
H 4.35 2.74 -5.62
H 3.46 4.20 -7.24
H 0.90 -5.27 -0.07
C 3.57 4.53 -6.21
H 2.37 -2.09 3.00
H 2.25 3.73 0.55
O 2.73 5.64 -5.87
H -5.30 -2.94 -1.70
O -4.10 4.86 -3.65
H 2.49 -3.95 5.89
C -1.02 0.89 7.24
C 1.95 -4.50 5.13
H -4.24 5.57 -3.02
O -4.75 -1.67 -3.19
C -3.37 -2.29 -1.32
```

---

DFT (ωB97M-V with the def2-TZVPD basis set) results for a gas-phase ion, C4H6N2 (charge +2).

Summary:
SMILES	C=[N+]1C=C[NH+]=C1
charge	+2
LUMO	-0.4695	Eh
E_HOMO	-20.50	eV

```
12
C4H6N2, DFT ωB97M-V with the def2-TZVPD basis set
C 0.07 1.11 0.03
H 0.11 -2.19 0.15
H -2.80 -0.75 -0.11
H -0.19 2.08 0.09
C -1.98 -0.04 0.01
N -0.64 -0.08 -0.05
H -2.26 0.98 0.02
C 0.24 -1.21 0.02
C 1.42 0.69 0.06
N 1.41 -0.66 -0.08
H 2.29 1.26 -0.05
H 2.33 -1.19 -0.09
```

---

DFT (ωB97M-V with the def2-TZVPD basis set) results for a molecular structure, C15H27ClHoIOP2.

Summary:
charge	+2
LUMO (spin up / spin down)	-0.2923 / -0.2873	Eh
E_HOMO (spin up / spin down)	-13.22 / -13.23	eV
spin multiplicity	5

```
48
C15H27ClHoIOP2, DFT ωB97M-V with the def2-TZVPD basis set
H 2.15 2.99 -1.68
H 0.67 2.85 -2.67
C -0.83 1.03 4.62
H -2.38 -0.51 1.93
H 1.10 -4.44 -0.96
Ho -0.10 0.15 0.60
H -2.01 3.74 0.19
H -2.21 1.29 2.21
P 0.19 2.78 -0.29
C 0.02 -0.02 -4.82
H -1.76 3.47 -1.57
H 0.37 3.75 1.91
H -2.05 -3.56 0.79
H -0.65 0.83 -4.96
H 1.89 -3.14 1.84
H 1.06 4.41 -1.81
P 0.14 -2.61 0.25
C -1.30 -3.73 0.01
H -0.21 1.57 6.61
I 0.37 -0.24 -2.51
H 0.82 -4.55 1.50
C -1.29 3.81 -0.64
C 0.96 3.85 0.99
H -0.10 -0.79 7.40
C -1.31 -1.32 4.23
H -1.75 -3.56 -0.98
H 0.95 4.89 0.61
H 2.14 -2.99 -1.06
C -0.43 -0.58 6.38
C -2.17 0.19 -0.45
H -1.66 -2.12 3.57
H 0.69 -3.07 -2.09
H -0.90 -4.76 0.07
H 1.98 3.50 1.19
Cl -0.67 2.65 4.07
C 1.11 3.31 -1.77
H 0.98 0.13 -5.35
H -0.85 -2.63 5.87
C -1.75 0.30 2.35
H -0.93 4.85 -0.74
C -0.44 0.75 5.92
H -0.45 -0.94 -5.16
O -3.27 0.26 -0.84
C -0.83 -1.61 5.51
C 1.11 -3.35 -1.11
C -1.31 0.01 3.73
C 0.86 -3.46 1.70
H 0.29 -3.21 2.60
```

---

DFT (ωB97M-V with the def2-TZVPD basis set) results for a molecular structure, C24H20BrClF3IrN3O4.

Summary:
charge	+1
LUMO	-0.1436	Eh
E_HOMO	-11.89	eV

```
57
C24H20BrClF3IrN3O4, DFT ωB97M-V with the def2-TZVPD basis set
H 3.24 -3.51 -1.66
H 3.96 -2.93 -4.14
H -2.08 -2.93 0.19
C -2.32 -0.17 -0.45
C -2.11 -2.08 3.45
C -2.15 -0.71 3.36
Br 1.70 -2.26 0.39
H -0.45 -2.88 -2.76
C -2.07 -0.88 0.91
C 1.94 -4.77 -6.14
C 3.12 -3.54 -4.44
C -2.08 -2.30 1.07
O -2.29 1.23 2.07
C 0.54 1.34 -2.88
C 0.98 -5.14 -5.21
H -2.05 -3.96 2.40
C 1.59 2.62 3.71
H 1.19 1.07 -3.71
O 2.06 2.54 -1.49
C 1.43 1.53 -1.65
H -2.13 -2.54 4.43
F 2.36 2.95 5.92
C 3.01 -3.98 -5.76
H -0.21 0.58 -2.73
C -2.07 -2.89 2.31
C 0.92 2.22 1.46
H 0.75 2.55 0.45
C 2.04 3.59 4.79
C -2.16 -0.09 2.10
H 1.50 4.14 2.18
H 1.59 0.88 4.97
H -2.22 -0.08 4.23
H -3.35 0.16 -0.62
C 2.14 -3.88 -3.51
H 0.79 -0.59 3.13
C 1.08 -4.70 -3.90
C 0.97 0.46 2.97
H -2.55 -1.75 -1.86
O 1.59 0.46 -0.88
C 2.27 -3.39 -2.13
F 1.06 4.46 5.07
F 3.10 4.29 4.38
C 1.40 1.28 3.98
N -0.64 -1.45 -1.29
O -1.41 0.89 -0.39
H 0.16 -5.79 -5.50
H 1.86 -5.12 -7.16
N -1.91 -1.02 -1.57
N 0.73 0.92 1.73
Ir 0.08 -0.32 0.21
C 1.35 3.10 2.43
Cl -0.31 2.84 -3.31
C -0.01 -2.38 -1.90
H 3.76 -3.70 -6.48
H 0.35 -5.03 -3.16
C 1.32 -2.76 -1.44
H -2.10 1.53 1.15
```

---

DFT (ωB97M-V with the def2-TZVPD basis set) results for a molecular structure, C19H16BrN2O8Tb.

Summary:
charge	-1
LUMO (spin up / spin down)	0.0760 / 0.0865	Eh
E_HOMO (spin up / spin down)	-2.63 / -1.90	eV
spin multiplicity	8

```
47
C19H16BrN2O8Tb, DFT ωB97M-V with the def2-TZVPD basis set
C -2.73 -0.04 -1.67
H -3.59 3.00 -0.27
C 1.09 2.30 1.06
H -3.71 -0.13 -2.15
C -3.63 1.14 0.88
N 1.19 0.92 0.96
C 4.32 -2.16 0.19
H 4.68 -4.29 0.22
N 2.75 -1.40 -1.42
H 0.87 4.01 2.29
O -1.86 -3.07 0.04
C 0.86 2.20 3.46
H 5.01 -1.94 0.99
H 2.96 -4.73 -1.56
C -3.68 1.93 -0.45
C 1.10 3.07 -0.25
H -3.49 1.81 1.72
O 2.22 -0.39 -2.09
H 3.73 -0.10 -0.15
C -2.44 1.38 -1.17
O -1.52 1.15 -0.09
C 0.97 0.80 3.37
O -0.38 -1.52 -0.56
C -2.37 0.28 0.66
C -2.68 -0.85 -0.35
H 0.91 0.16 4.23
H -1.88 -0.05 1.58
O -1.90 -1.58 -3.31
C 0.93 2.94 2.28
H -3.62 -1.36 -0.13
C 3.63 -1.14 -0.41
H -4.52 0.54 1.06
C 3.18 -3.72 -1.24
C 4.13 -3.48 -0.23
H -4.59 1.74 -1.02
H 0.72 2.67 4.42
O -0.71 0.26 -2.94
O 0.91 2.37 -1.29
Tb 0.43 0.29 -1.22
Br 1.26 -1.65 1.96
H 1.75 -2.80 -2.58
C 1.12 0.26 2.12
C -1.55 -1.94 -0.30
H -1.97 2.06 -1.90
C -1.68 -0.53 -2.73
C 2.50 -2.68 -1.81
O 1.27 4.29 -0.20
```

---

DFT (ωB97M-V with the def2-TZVPD basis set) results for a single C5H12Si molecule.

Summary:
SMILES	C/C=C(/C)[SiH2]C
charge	0
LUMO	0.0347	Eh
E_HOMO	-8.90	eV

```
18
C5H12Si, DFT ωB97M-V with the def2-TZVPD basis set
C -2.10 1.40 0.79
C -0.66 -0.56 -0.07
H -0.03 -2.05 -1.41
H 2.49 -1.05 1.12
H 1.34 1.75 -1.04
H 0.60 1.35 1.41
H -1.18 -2.69 -0.12
C 2.58 -0.45 0.20
H 3.45 0.17 0.24
Si 1.06 0.70 0.12
H -1.38 2.18 0.76
C -0.34 -1.96 -0.36
C -1.75 -0.02 0.38
H -2.64 -0.69 0.18
H -3.07 1.63 0.22
H 2.67 -1.17 -0.61
H 0.49 -2.30 0.17
H -2.40 1.41 1.87
```

---

DFT (ωB97M-V with the def2-TZVPD basis set) results for 6 unconnected molecules or ions with the total composition C39H86N4O6.

Summary:
SMILES	CC1(C)CCCC(C)(C)N1O.CC1(C)CCCC(C)(C)N1O.CC1(C)CCCC(C)(C)N1O.CC1(C)CCCC(C)(C)N1O.CC(C)O.O
charge	0
LUMO	0.0173	Eh
E_HOMO	-8.12	eV

```
135
C39H86N4O6, DFT ωB97M-V with the def2-TZVPD basis set
H 1.42 4.23 -0.24
H 0.47 -4.90 -5.53
H -5.30 7.71 -0.51
H 2.39 -5.38 6.07
H -3.01 8.74 1.93
H 0.00 -1.48 -3.13
H -3.42 -2.25 -2.81
N -3.39 6.38 0.95
C -2.28 4.31 0.10
C 2.12 -5.98 5.21
H 4.66 -5.36 2.95
H -0.31 -2.02 -0.60
N -0.56 -4.00 -2.49
H 4.52 -4.57 4.56
N 2.46 2.24 -2.28
H 2.58 0.11 -0.18
H -1.35 -1.89 -4.21
O 1.29 1.83 -2.99
H -3.73 3.98 2.40
H 4.36 -0.30 -3.63
H 1.70 -3.20 5.26
C -1.90 0.05 4.44
C 2.32 -5.86 1.35
H -4.03 8.27 -1.74
H -2.08 -0.64 5.27
H -3.52 1.40 4.98
H -1.52 4.99 -0.30
H -0.05 0.29 5.48
H -0.24 1.49 4.26
H 3.70 3.70 -0.30
H 1.40 -1.67 3.13
H -3.44 6.11 -2.31
H 4.54 -6.29 4.45
H 5.16 3.05 -2.36
C -3.15 -4.12 -3.77
H 1.64 -6.54 0.83
H -2.84 9.63 0.46
C 1.76 0.83 -0.33
H -1.37 0.98 -0.05
H -4.35 4.15 -1.33
O 2.46 -3.23 4.67
H 3.93 -2.36 2.83
H -2.87 6.75 2.73
H 3.56 -0.35 -2.05
H 0.62 2.91 0.45
H 1.04 0.39 -1.01
H -4.45 9.21 1.08
H 0.63 -4.53 1.29
H -0.90 -0.36 0.53
H 4.27 -3.69 1.79
H 1.26 -6.85 2.98
C 4.19 -5.39 3.93
H -1.75 4.03 1.03
H 0.91 -4.26 -1.36
H 0.45 -3.39 -4.74
H 0.91 2.66 -3.29
H 2.29 -7.05 5.35
H 1.03 -5.91 5.12
H 0.04 -6.73 -4.33
H 2.61 -0.19 -3.51
C -1.07 -1.69 -3.18
H 3.67 3.36 -4.27
C 1.73 -4.48 1.27
C -1.31 -2.38 -0.83
C -1.47 -2.89 -2.26
O -1.39 0.44 0.75
C -2.16 -5.28 -3.79
C -0.70 -4.85 -3.65
H 1.19 -5.88 -3.39
C 4.71 1.84 -0.61
H -1.33 0.03 2.58
H -3.98 0.03 3.92
C -4.35 6.22 -1.70
H 4.70 1.98 -4.80
H 1.97 -4.00 0.31
C -3.58 5.01 0.48
C 3.50 2.63 -0.14
H 5.75 1.40 -2.36
H -2.05 -1.59 -0.69
H -3.51 -3.49 -1.67
H -1.07 7.41 0.18
H -1.55 -0.76 -2.86
C 3.54 0.12 -3.03
C -3.22 7.56 0.11
C -3.44 8.85 0.92
H 3.43 2.56 0.95
H -5.58 5.08 -0.43
H 3.01 1.86 -5.01
H -2.34 3.42 -0.53
H -1.75 6.90 -1.36
C 2.64 -5.43 3.88
H 1.34 0.86 0.68
O -1.41 -0.62 3.30
C 1.13 3.20 -0.47
O 0.76 -3.71 -2.13
C 2.15 -3.46 2.35
H -0.22 -6.65 -2.53
C 3.76 2.27 -4.32
H -4.15 -4.55 -3.68
N 2.03 -4.12 3.64
H 0.09 -2.61 2.38
H -1.67 8.62 -0.98
H -3.03 -3.49 -4.65
C -0.20 -4.24 -4.98
C 1.15 -2.34 2.31
C -4.32 7.56 -0.96
C -0.79 0.94 5.02
H -2.37 -6.02 -3.02
C 2.23 2.19 -0.85
H 0.34 3.23 -1.22
C 4.87 2.02 -2.13
C -1.84 7.63 -0.56
C 0.12 -6.13 -3.43
C 2.24 -6.42 2.79
H -2.24 -5.74 -4.78
H 3.32 -5.95 0.93
C -4.35 4.19 1.52
C -4.53 5.05 -0.74
H 4.67 0.81 -0.26
H 3.43 -2.22 1.15
H -5.25 4.70 1.88
H 1.21 -1.70 1.43
H 2.93 -7.27 2.83
C -3.20 0.77 4.15
C 3.53 -2.92 1.97
H -4.62 3.26 1.03
H -1.16 1.60 5.81
C -2.93 -3.20 -2.55
O -2.41 6.36 1.98
H -3.09 1.41 3.28
H -0.98 -3.93 -5.67
H -5.09 6.16 -2.50
H -1.56 -3.17 -0.11
C 3.63 1.65 -2.95
H 5.62 2.30 -0.21
```

---

| no. | DFT total energy (a.u.) |
| --- | --- |
| 1 | -855.9234 |
| 2 | -289.7345 |
| 3 | -1485.5046 |
| 4 | -264.7184 |
| 5 | -3051.0397 |
| 6 | -4829.6953 |
| 7 | -4843.6848 |
| 8 | -487.1283 |
| 9 | -2207.8364 |